(1)
14
Properties=species:S:1:pos:R:3 method="wB97M-V/def2-TZVPD" mol_weight_g_mol=100.2 gap_ha="0.273 / 0.273" max_force_ev_per_a=5.09
S -2.830 -0.477 -0.410
C -0.059 1.382 -0.621
C -1.551 -0.277 0.572
C 0.639 1.142 0.699
C -0.328 0.171 0.184
C 0.864 -1.699 -0.490
H 0.379 1.754 1.618
H -0.819 2.123 -0.781
H 0.605 1.066 -1.486
H 0.401 -2.342 0.258
H 1.708 0.999 0.615
H 0.837 -1.804 -1.539
H -1.775 -0.569 1.559
H 1.927 -1.469 -0.178

(2)
36
Properties=species:S:1:pos:R:3 method="wB97M-V/def2-TZVPD" multiplicity=3 mol_weight_g_mol=427.3 gap_ha="0.213 / 0.264" max_force_ev_per_a=7.11
Pt 1.651 0.000 -0.695
P 0.530 -0.466 -2.829
P 0.011 0.399 2.090
O -0.704 -0.884 2.995
O 1.062 0.959 3.194
O -1.153 1.520 2.096
O 1.382 3.004 -0.483
C 0.544 1.286 4.550
C -1.219 -0.473 -3.393
C 1.017 -2.151 -3.350
C -2.344 1.330 2.860
C 0.327 -1.905 2.928
C 1.248 0.595 -4.118
C 1.487 1.804 -0.542
H 2.738 -1.336 -0.741
H -2.760 1.533 -0.745
H 2.047 -2.325 -3.053
H -2.270 1.921 3.798
H -1.721 -1.398 -3.089
H -1.288 -0.385 -4.487
H 1.016 -1.785 3.769
H -2.435 0.270 3.120
H -0.309 0.605 4.743
H -3.169 1.672 2.216
H -1.775 0.372 -2.981
H -3.114 1.332 -1.392
H 1.346 1.111 5.327
H 2.325 0.645 -3.996
H 0.898 -2.267 -4.429
H -0.010 -2.950 2.779
H 0.190 2.328 4.650
H 0.811 -1.622 2.011
H 1.003 0.189 -5.100
H 0.377 -2.873 -2.842
H 0.824 1.596 -4.045
H 1.440 -1.652 -0.816

(3)
109
Properties=species:S:1:pos:R:3 method="wB97M-V/def2-TZVPD" smiles="N#COC1=CC(=O)C(B(O)O)=CC1=O.C[C@@H]1COC(=O)O1.C[C@@H]1COC(=O)O1.C[C@@H]1COC(=O)O1.C[C@@H]1COC(=O)O1.C[C@@H]1COC(=O)O1.C[C@@H]1COC(=O)O1.C[C@@H]1COC(=O)O1" mol_weight_g_mol=907.5 gap_ha=0.324 max_force_ev_per_a=4.66
O -1.308 -4.223 -0.414
O -6.023 4.736 0.282
O 4.540 -4.588 2.481
O -2.162 9.262 -2.217
O -0.144 -2.369 0.148
O -2.042 7.158 -3.029
O 0.721 -9.089 1.600
O 2.975 5.593 -5.409
O 3.459 -5.927 1.019
O 4.517 -6.826 2.778
O -1.325 -9.500 2.429
O 0.285 -11.075 2.585
O -6.390 2.794 -1.117
O 0.817 -4.387 0.329
O 0.395 4.246 -1.144
O 1.515 4.924 3.695
O -0.604 4.284 4.026
O 3.099 6.018 -7.623
O -2.812 -5.611 4.615
O -4.376 -6.998 5.469
O 0.513 3.558 2.203
O -3.445 3.507 1.500
O -1.419 3.556 -3.314
O -4.425 -4.792 5.946
O 3.349 3.918 -6.876
O -0.470 8.659 -3.584
N 1.358 2.132 -0.312
C 0.954 3.101 -0.718
C -0.174 4.925 5.233
C -1.272 6.580 -4.087
C -1.286 5.755 5.833
C -1.903 3.784 -2.240
C 3.730 -7.868 2.182
C -0.074 -9.996 2.242
C 1.760 -0.891 0.459
C -2.735 -4.183 4.532
C 2.886 5.666 -10.013
C 3.214 3.840 -8.295
C 0.703 7.497 -5.366
C 3.494 -7.338 0.798
C 1.085 -2.180 0.868
C 1.856 -3.416 0.499
C -3.012 3.725 0.410
C -1.506 4.006 0.242
C -3.939 3.744 -0.836
C 3.561 5.238 -8.731
C -3.459 -3.755 5.781
C 4.206 -5.676 2.129
C 4.468 -9.186 2.213
C -1.021 4.022 -1.013
C 0.479 4.194 3.215
C -1.282 -8.104 2.101
C 0.000 7.380 -4.035
C -0.309 -3.708 -0.016
C -2.599 -7.645 1.517
C -0.138 -8.043 1.130
C -1.610 8.442 -2.877
C -3.919 -5.908 5.354
C -3.435 3.794 -2.085
C 3.128 5.214 -6.525
C 1.001 5.733 4.756
C -1.297 -3.721 4.472
B -5.538 3.732 -0.553
H -2.524 -6.634 1.113
H -2.933 -8.321 0.727
H -5.934 2.384 -1.868
H -3.375 -7.655 2.285
H 0.722 6.708 4.348
H 3.107 4.972 -10.826
H 0.688 6.986 -3.280
H 1.184 -0.036 0.807
H -1.106 5.520 -3.903
H 2.553 -7.686 0.377
H -1.822 6.698 -5.025
H 1.804 5.730 -9.883
H 0.137 4.147 5.938
H -0.919 6.372 6.654
H -0.826 4.168 1.121
H 2.545 -3.722 1.281
H 1.818 -0.806 -0.627
H -1.059 -7.546 3.015
H 1.753 5.875 5.531
H 3.225 6.661 -10.305
H 5.487 -9.072 1.837
H 2.794 -7.946 2.740
H 0.913 6.518 -5.787
H 1.645 8.033 -5.250
H 2.186 3.552 -8.533
H 0.375 -7.080 1.154
H -3.948 -2.788 5.668
H 2.767 -0.823 0.876
H 2.404 -3.322 -0.442
H -1.225 -2.638 4.575
H 4.302 -7.563 0.096
H -1.743 6.398 5.078
H 4.552 -9.547 3.239
H -3.271 -3.865 3.632
H 4.644 5.372 -8.812
H -0.701 -4.195 5.255
H -2.819 -3.729 6.667
H 0.853 -2.160 1.938
H -0.427 -8.266 0.099
H 3.894 3.095 -8.706
H 0.102 8.071 -6.077
H -2.078 5.107 6.213
H -5.377 5.460 0.255
H -0.848 -4.010 3.519
H 3.950 -9.942 1.621
H -4.085 3.814 -2.976

(4)
99
Properties=species:S:1:pos:R:3 method="wB97M-V/def2-TZVPD" multiplicity=3 mol_weight_g_mol=647.7 charge=+1 gap_ha="0.199 / 0.186" max_force_ev_per_a=7.32
Ti -0.294 -0.056 0.496
P 0.139 -2.578 0.869
P 0.172 2.487 -0.093
O -2.428 -0.942 2.596
N 3.149 0.061 1.799
N -1.756 -0.248 -1.103
N 0.965 0.706 2.311
N 1.321 -0.317 -0.941
C -1.622 -0.649 1.773
C -2.810 2.358 0.476
C 1.436 4.345 1.532
C -0.333 -3.342 -1.776
C 2.975 -1.646 -2.010
C 1.571 0.711 -1.849
C -2.111 3.511 -1.572
C -1.787 1.050 -3.965
C 3.032 -0.769 -3.089
C -0.745 -3.739 -0.350
C -4.144 0.349 -3.616
C -2.587 -0.632 -1.918
C 1.090 2.051 -1.636
C 2.730 0.989 3.960
C 1.870 -2.479 0.117
C 0.972 -2.491 3.496
C 0.428 -3.514 2.492
C 2.252 0.374 -3.051
C 1.874 1.619 4.852
C -0.442 -5.236 -0.163
C 0.570 1.819 4.407
C -1.731 4.541 0.727
C 1.442 -4.671 2.392
C -2.703 -0.096 -3.471
C -2.179 -1.290 -4.214
C -0.921 -4.037 3.011
C 1.303 4.821 -1.010
C -2.247 -3.510 -0.150
C 2.043 -1.459 -1.006
C 1.530 3.786 0.114
C 2.923 3.130 -0.047
C 2.267 0.586 2.698
C 0.147 1.378 3.167
C -1.723 3.269 -0.118
H 2.580 -2.277 0.952
H -0.150 2.320 5.043
H -2.462 -2.249 -3.796
H -1.361 -4.815 2.379
H 2.205 1.934 5.836
H -0.745 -4.486 3.999
H -0.979 -3.855 -2.505
H 3.573 -2.545 -1.954
H -2.636 2.086 1.522
H 2.112 5.570 -0.976
H -1.965 1.160 -5.056
H 3.694 3.856 0.257
H 3.136 2.827 -1.085
H -2.788 -4.225 -0.784
H -1.410 4.330 1.755
H 1.344 4.341 -2.002
H 0.622 -5.480 -0.288
H 0.272 -1.663 3.651
H -0.699 0.879 -3.873
H 2.876 -0.116 0.834
H 0.338 5.347 -0.920
H -3.079 4.041 -1.648
H -1.946 2.078 -3.605
H 1.580 -5.072 3.409
H 2.386 4.849 1.759
H -2.381 -1.285 -5.277
H -0.798 -5.635 0.794
H -4.458 0.971 -2.768
H 0.702 -3.634 -2.004
H 0.864 2.618 -2.572
H 3.743 -0.945 -3.897
H -2.549 -2.498 -0.436
H 1.098 -5.506 1.773
H -2.966 1.444 -0.101
H 4.117 -0.081 2.070
H -0.434 -2.263 -1.936
H -1.094 -1.267 -4.117
H 1.287 3.533 2.262
H -4.356 0.969 -4.490
H -1.646 -3.222 3.131
H 1.940 -2.077 3.189
H 3.015 2.244 0.601
H 2.091 -3.480 -0.294
H -1.373 4.105 -2.124
H -2.557 -3.704 0.881
H 2.427 -4.346 2.031
H 3.766 0.806 4.189
H 1.120 -2.998 4.460
H -3.771 2.903 0.449
H -0.987 -5.784 -0.948
H -4.828 -0.496 -3.623
H -2.227 2.536 -2.057
H -0.892 1.532 2.854
H 0.632 5.081 1.646
H 2.250 1.125 -3.841
H -2.758 4.932 0.792
H -1.116 5.347 0.322

(5)
146
Properties=species:S:1:pos:R:3 method="wB97M-V/def2-TZVPD" mol_weight_g_mol=1331.6 charge=-1 gap_ha=0.232 max_force_ev_per_a=0.25
Sr 2.175 0.445 0.373
Br -0.821 2.812 -1.772
S 0.639 -2.365 -1.900
P 0.489 -2.458 1.544
P -2.592 -0.044 -1.997
Si 1.008 3.951 1.968
F 3.161 1.957 -4.581
F -5.333 0.565 -3.306
F 2.389 -0.045 -4.284
F -2.393 5.080 -2.867
F 2.842 2.600 -2.021
F -4.848 5.157 -3.918
F 1.109 1.676 -3.968
F -6.321 2.889 -4.134
F 4.121 0.825 -2.377
N 4.106 -1.326 0.635
N 1.870 -3.781 -3.824
N 3.695 -0.918 3.584
N 5.092 -1.584 1.517
N -0.181 -4.517 -3.217
N -0.974 1.850 2.083
N 3.132 0.160 3.003
C 0.691 -5.042 0.347
C -5.061 -2.788 -0.245
C 2.348 6.823 5.488
C 1.326 -4.004 1.023
C -2.564 2.747 -2.467
C -5.102 2.846 -3.591
C -1.141 0.657 2.902
C 0.266 5.100 0.661
C 4.260 -3.888 -3.292
C 1.447 6.531 3.275
C -4.568 1.652 -3.146
C -5.958 -2.016 0.480
C -1.519 -4.392 -2.666
C 4.625 -1.521 -0.576
C -2.220 -5.737 -2.684
C 5.963 -1.911 -0.492
C 2.290 2.876 1.313
C 2.689 -4.118 1.292
C -3.420 -2.333 -5.364
C -4.014 -0.790 -1.121
C 3.232 -1.067 4.836
C 1.863 7.365 4.307
C 2.005 4.622 4.585
C -2.554 -0.929 -3.605
C -3.087 3.947 -2.927
C -2.093 0.848 4.097
C -4.353 4.000 -3.480
C 1.504 5.140 3.385
C -3.202 1.853 3.750
C -2.219 -2.221 -6.053
C 0.799 -3.591 -3.025
C -1.268 -2.848 1.212
C 3.403 -5.234 0.883
C 2.362 1.216 -3.782
C 0.496 6.322 -1.425
C -5.880 -0.632 0.407
C -0.956 5.749 0.856
C -4.918 -0.025 -0.387
C -1.186 -1.459 -5.525
C -3.590 -1.684 -4.149
C -0.720 6.953 -1.210
C -3.309 1.563 -2.565
C 2.319 -0.064 5.095
C 2.755 1.216 -2.307
C 0.539 -2.703 3.362
C 3.115 -3.033 -3.806
C -1.451 6.661 -0.066
C 0.980 5.407 -0.499
C 2.419 5.443 5.624
C -4.095 -2.179 -1.032
C -3.492 1.806 2.252
C 1.404 -6.158 -0.071
C -2.242 2.148 1.410
C 6.209 -1.933 0.868
C -0.408 2.996 2.826
C 2.763 -6.256 0.192
C -1.350 -0.824 -4.302
C 2.299 0.673 3.906
B 4.944 -1.686 3.065
H -3.392 -2.790 -1.586
H 3.207 -3.322 1.813
H 0.895 -6.951 -0.607
H 1.923 4.909 -0.692
H 1.575 -2.666 3.697
H -1.105 7.659 -1.936
H -0.528 -0.258 -3.880
H -0.367 -4.981 0.121
H -2.893 2.860 4.034
H -2.093 -3.648 -3.227
H 1.071 6.978 2.361
H 3.597 -1.871 5.455
H -0.123 -5.047 -4.075
H -1.540 1.186 4.976
H -1.416 -4.021 -1.647
H 5.957 -1.222 3.546
H -1.531 5.550 1.756
H -1.429 -2.883 0.136
H -1.189 3.710 3.126
H -6.568 -0.018 0.974
H 2.887 3.382 0.544
H 1.728 1.548 3.649
H -0.007 2.636 3.780
H 5.186 -3.317 -3.301
H 1.872 -4.620 -4.384
H 4.021 -1.344 -1.448
H -1.659 -6.474 -2.106
H -4.312 2.480 1.988
H -0.164 0.307 3.244
H 3.320 -7.124 -0.139
H 2.988 2.618 2.121
H 1.759 0.106 5.998
H -2.233 3.202 1.132
H 1.810 8.440 4.185
H -2.335 -6.116 -3.703
H 2.674 7.469 6.294
H -2.091 -2.725 -7.004
H -6.709 -2.488 1.099
H -2.529 -0.122 4.359
H 2.806 5.006 6.537
H 6.654 -2.112 -1.290
H -2.404 7.147 0.109
H -5.105 -3.869 -0.191
H 4.462 -5.294 1.099
H 4.069 -4.213 -2.269
H -3.219 -5.648 -2.256
H 4.404 -4.772 -3.920
H -4.232 -2.920 -5.777
H -3.832 0.796 2.004
H 4.800 -2.851 3.395
H 2.097 3.548 4.714
H -1.537 -0.120 2.241
H 0.004 -1.895 3.863
H 3.319 -2.669 -4.814
H -0.244 -1.363 -6.050
H -4.530 -1.775 -3.620
H -4.870 1.057 -0.427
H 7.102 -2.169 1.422
H -1.898 -2.056 1.616
H 2.952 -2.159 -3.183
H 0.100 -3.664 3.638
H -2.283 1.581 0.472
H -4.108 1.634 4.319
H -1.572 -3.797 1.662
H 1.066 6.531 -2.323

(6)
69
Properties=species:S:1:pos:R:3 method="wB97M-V/def2-TZVPD" mol_weight_g_mol=556.7 charge=+3 gap_ha=0.210 max_force_ev_per_a=0.83
Ti 0.929 -0.087 1.081
S 1.516 -0.986 3.458
S 2.687 -1.635 0.229
S 3.090 1.312 1.700
N -1.587 1.350 -1.943
N -1.337 -0.849 -1.300
N -0.181 0.741 -0.164
C -3.928 0.878 -2.513
C -4.349 1.154 -1.095
C 0.147 2.029 0.366
C -0.243 2.197 1.708
C 2.699 -2.326 3.010
C -3.134 0.424 -5.183
C 3.743 0.737 3.294
C -1.048 0.440 -1.154
C 1.372 4.064 0.441
C -2.190 0.774 -4.232
C -2.741 -3.169 -1.830
C 2.645 -2.861 1.585
C 2.617 0.255 4.197
C -1.952 -3.004 -0.557
C 0.985 4.250 1.766
C -2.600 0.994 -2.923
C -0.419 -1.680 0.870
C -1.197 -1.847 -0.306
C -1.991 -3.984 0.422
C 4.268 0.655 0.492
C 4.329 -0.858 0.439
C 0.197 3.309 2.418
C 1.002 2.935 -0.286
C -4.464 0.297 -4.805
C 1.484 2.714 -1.692
C -0.547 -2.705 1.836
C -4.851 0.520 -3.492
C -1.319 -3.825 1.629
H -3.203 -4.152 -1.863
H 4.488 -0.037 3.122
H -5.210 0.030 -5.541
H -1.361 2.320 -1.776
H -3.548 -2.433 -1.905
H 3.494 -3.528 1.421
H -1.970 -1.062 -2.065
H 1.741 -3.432 1.387
H -5.411 0.960 -0.969
H 4.780 -1.279 1.337
H -1.408 -4.579 2.399
H -0.973 1.513 2.142
H 4.937 -1.177 -0.408
H 1.662 1.656 -1.900
H -3.814 0.527 -0.374
H -2.583 -4.873 0.250
H -5.895 0.430 -3.220
H -2.110 -3.082 -2.719
H 1.305 5.142 2.290
H -2.834 0.260 -6.209
H 1.950 1.071 4.480
H -4.171 2.196 -0.822
H 3.959 1.081 -0.465
H 3.692 -1.954 3.251
H 3.016 -0.161 5.123
H 2.398 3.273 -1.878
H -1.147 0.889 -4.502
H 5.257 1.063 0.709
H -0.065 -2.627 2.800
H 1.999 4.808 -0.035
H 2.501 -3.153 3.692
H -0.118 3.465 3.441
H 4.255 1.575 3.766
H 0.752 3.060 -2.426

(7)
8
Properties=species:S:1:pos:R:3 method="wB97M-V/def2-TZVPD" mol_weight_g_mol=62.0 charge=+1 gap_ha=0.355 max_force_ev_per_a=4.65
O -2.846 0.194 -0.023
O -1.758 -0.528 -0.206
N -0.755 0.215 0.058
C 0.494 -0.281 0.058
H -2.417 0.924 0.351
H 0.683 -1.323 0.085
H 1.239 0.271 0.772
H 0.957 0.015 -0.885

Computed relative energy (zero: lowest compared OMol25 entry of this formula, charge and spin) (kJ/mol) in order:
441.06 0.00 80.59 362.34 84.24 13.14 738.60